(a)
C37H39CsN10O6S | ωB97M-V/def2-TZVPD

Results
M, g mol⁻¹: 884.76
Net charge: -2

Each line ends with the Mulliken charge.
CARTESIAN COORDINATES (ANGSTROEM)
Cs 0.858 -1.358 0.408  1.3496
O -2.072 -4.496 2.959  -0.7511
C -1.657 -3.668 2.154  -0.2483
N -1.104 -2.460 2.378  0.1420
C -1.365 -1.757 3.491  -0.2970
O -2.392 -1.736 4.172  -0.7594
C -0.259 -0.785 3.974  0.6044
C -0.353 -0.296 5.280  -0.5052
C 0.643 0.538 5.756  -0.3836
C 1.702 0.888 4.929  -0.9353
C 1.717 0.366 3.644  -0.3799
N 0.773 -0.456 3.212  0.1999
C -1.681 -4.130 0.672  0.3219
C -2.298 -5.346 0.376  -0.4506
C -2.331 -5.772 -0.939  -0.2953
C -1.725 -5.007 -1.927  -0.8983
C -1.108 -3.825 -1.548  -0.4320
N -1.138 -3.400 -0.290  0.1874
H -1.203 -0.585 5.881  0.4735
H 0.595 0.918 6.770  0.3835
H 2.492 1.545 5.271  0.3989
H 2.513 0.600 2.942  0.5363
H -2.732 -5.917 1.184  0.4922
H -2.821 -6.703 -1.199  0.3758
H -1.721 -5.325 -2.961  0.3727
H -0.589 -3.194 -2.264  0.6051
C 4.443 0.248 -3.264  -1.5024
C 3.232 0.326 -2.376  0.2884
N 3.056 -0.383 -1.333  0.6084
N 4.071 -1.217 -0.911  -0.9786
C 3.676 -2.451 -0.668  0.0279
O 2.583 -3.014 -0.930  -0.8270
C 4.738 -3.275 0.046  0.3934
C 4.361 -4.487 0.613  -0.4224
C 5.282 -5.263 1.307  -0.5986
C 6.598 -4.842 1.427  -0.3102
C 6.985 -3.637 0.852  -0.6484
C 6.063 -2.858 0.171  -0.1471
C 2.149 1.298 -2.696  0.5166
C 2.258 2.176 -3.772  -0.5643
C 1.244 3.091 -4.017  -0.7225
C 0.140 3.110 -3.185  -1.0949
C 0.106 2.178 -2.154  -0.5639
N 1.068 1.300 -1.900  0.1630
H 5.116 -0.512 -2.875  0.3509
H 4.965 1.208 -3.303  0.3306
H 4.154 -0.014 -4.284  0.3055
H 3.331 -4.795 0.489  0.4920
H 4.967 -6.199 1.755  0.3687
H 7.319 -5.446 1.966  0.3556
H 8.013 -3.301 0.940  0.3547
H 6.342 -1.909 -0.268  0.3953
H 3.132 2.147 -4.410  0.3213
H 1.303 3.780 -4.850  0.4426
H -0.667 3.810 -3.360  0.5205
H -0.752 2.138 -1.490  0.8951
C -0.502 3.820 3.462  -1.1415
N -0.798 3.246 2.160  0.1077
C 0.362 3.181 1.287  -0.1249
C -1.673 2.168 2.090  0.1371
N -1.416 1.177 1.322  0.0473
N -2.822 2.329 2.880  0.2419
C -3.540 3.585 2.718  -1.2061
C -3.719 1.192 2.964  -1.0637
H 0.344 3.310 3.936  0.2452
H -1.360 3.735 4.123  0.4264
H -0.246 4.876 3.342  0.3370
H 0.838 4.163 1.279  0.3726
H 0.054 2.922 0.280  -0.2215
H 1.089 2.431 1.617  0.0868
H -2.216 0.549 1.299  -0.1378
H -2.845 4.407 2.575  0.4136
H -4.143 3.776 3.609  0.3499
H -4.212 3.554 1.849  0.3411
H -4.261 1.009 2.023  0.3325
H -4.461 1.402 3.736  0.2994
H -3.186 0.289 3.255  0.3197
N -2.810 -0.628 -1.921  -0.5765
C -2.953 0.494 -2.746  0.7989
C -2.562 0.434 -4.083  -0.2968
C -2.760 1.519 -4.926  -0.6135
C -3.354 2.678 -4.454  -0.2869
C -3.753 2.741 -3.127  -0.7407
C -3.558 1.661 -2.278  -0.3566
S -3.506 4.127 -5.497  1.3224
O -4.862 4.616 -5.289  -0.7304
O -3.235 3.657 -6.850  -0.7412
O -2.475 5.027 -4.970  -0.6930
H -2.813 -0.446 -0.929  0.1772
H -2.031 -1.221 -2.162  0.1198
H -2.097 -0.470 -4.461  0.3978
H -2.449 1.478 -5.961  0.4482
H -4.219 3.646 -2.758  0.3503
H -3.868 1.722 -1.240  0.4007

***

(b)
C37H39CsN10O6S | ωB97M-V/def2-TZVPD

Results
M, g mol⁻¹: 884.76
Net charge: -2

Each line ends with the Mulliken charge.
CARTESIAN COORDINATES (ANGSTROEM)
Cs 0.115 0.486 -1.938  1.1774
O -1.217 5.123 -0.829  -0.7846
C -1.160 3.930 -1.118  -0.5738
N -0.063 3.189 -1.338  0.1609
C 1.035 3.606 -1.974  -0.1079
O 1.130 4.334 -2.963  -0.7122
C 2.365 3.072 -1.420  0.5739
C 3.206 4.009 -0.819  -0.4577
C 4.422 3.587 -0.324  -0.3590
C 4.768 2.245 -0.442  -0.7311
C 3.872 1.389 -1.057  -0.3724
N 2.696 1.787 -1.544  0.0539
C -2.493 3.160 -1.142  0.5651
C -3.637 3.797 -0.672  -0.3837
C -4.854 3.152 -0.788  -0.4688
C -4.897 1.897 -1.378  -0.7011
C -3.706 1.325 -1.797  -0.3898
N -2.533 1.942 -1.680  0.0586
H 2.887 5.041 -0.754  0.4496
H 5.095 4.286 0.159  0.4042
H 5.707 1.865 -0.060  0.3841
H 4.096 0.332 -1.166  0.3938
H -3.533 4.784 -0.244  0.4774
H -5.761 3.619 -0.424  0.4056
H -5.828 1.357 -1.491  0.3956
H -3.685 0.340 -2.255  0.5107
C 2.438 -4.339 -3.084  -1.2849
C 1.941 -3.204 -2.233  0.3291
N 1.206 -2.248 -2.655  0.6665
N 0.911 -2.205 -3.995  -0.8708
C -0.236 -1.584 -4.255  -0.0107
O -1.131 -1.184 -3.477  -0.7384
C -0.446 -1.341 -5.737  0.3376
C 0.229 -2.060 -6.720  -0.0999
C 0.013 -1.790 -8.062  -0.6605
C -0.870 -0.787 -8.442  -0.3223
C -1.545 -0.065 -7.467  -0.6217
C -1.342 -0.349 -6.125  -0.4258
C 2.335 -3.149 -0.796  0.2672
C 3.113 -4.165 -0.234  -0.6579
C 3.457 -4.097 1.107  -0.7536
C 3.017 -3.020 1.856  -0.5820
C 2.252 -2.052 1.214  -0.5909
N 1.920 -2.103 -0.067  0.1430
H 2.069 -4.210 -4.097  0.2416
H 3.531 -4.376 -3.105  0.3063
H 2.089 -5.301 -2.697  0.2948
H 0.930 -2.822 -6.409  0.3421
H 0.541 -2.361 -8.817  0.3626
H -1.029 -0.570 -9.492  0.3430
H -2.232 0.723 -7.752  0.3709
H -1.872 0.188 -5.350  0.5543
H 3.441 -4.998 -0.839  0.3732
H 4.055 -4.880 1.558  0.3623
H 3.245 -2.921 2.909  0.5020
H 1.873 -1.190 1.755  0.8115
C 3.023 1.511 3.720  -1.1259
N 1.676 1.787 3.256  0.0752
C 1.673 2.606 2.060  -0.7813
C 0.760 0.728 3.257  0.6059
N 0.116 0.449 2.188  -0.2366
N 0.671 0.038 4.460  0.3225
C 0.549 0.775 5.709  -1.1134
C -0.094 -1.200 4.475  -1.2092
H 3.617 0.992 2.952  0.2112
H 3.013 0.897 4.616  0.3843
H 3.524 2.454 3.951  0.3772
H 2.225 3.524 2.268  0.3314
H 0.656 2.847 1.764  0.3181
H 2.147 2.091 1.218  0.1589
H -0.659 -0.176 2.391  -0.2785
H 0.885 1.799 5.576  0.4179
H 1.152 0.299 6.489  0.3035
H -0.493 0.782 6.047  0.2895
H -1.170 -1.036 4.562  0.3033
H 0.213 -1.786 5.343  0.3925
H 0.116 -1.784 3.577  0.3071
N -2.469 -2.046 0.194  -0.5354
C -2.849 -1.615 1.462  0.8212
C -3.159 -0.278 1.708  -0.4860
C -3.568 0.128 2.971  -0.2634
C -3.672 -0.775 4.014  -0.4741
C -3.382 -2.112 3.768  -0.6249
C -2.978 -2.532 2.512  -0.4034
S -4.045 -0.225 5.676  1.2644
O -4.807 -1.316 6.273  -0.7433
O -4.784 1.019 5.509  -0.7449
O -2.724 -0.042 6.282  -0.6587
H -1.894 -2.872 0.169  0.2488
H -2.112 -1.342 -0.427  0.0250
H -3.062 0.451 0.909  0.3430
H -3.793 1.171 3.160  0.4902
H -3.473 -2.825 4.578  0.3949
H -2.758 -3.579 2.332  0.3357

***

Result of the stability comparison: (b) is the least stable of them.